(A)
Entry from the Open Molecules 2025 dataset: C7H13N in the gas phase (wB97M-V/def2-TZVPD).

Last columns: bonded neighbours and bond lengths (Å).
Cartesian coordinates (Å):
1 C -0.58392 0.87100 2.05072  C2 1.634, H9 1.008, H10 1.102, H11 1.245
2 C -0.32002 -0.66958 1.57309  C1 1.634, C3 1.477, N8 1.520, H12 1.128
3 C 0.87522 -0.58206 0.70955  C2 1.477, C4 1.489, H13 1.118, H14 1.165
4 C 0.72931 0.39457 -0.40477  C3 1.489, C5 1.331, H15 1.070
5 C 0.30210 0.09486 -1.62903  C4 1.331, C6 1.521, H16 1.112
6 C -0.02945 1.05998 -2.75721  C5 1.521, C7 1.317, H17 1.152
7 C -0.11490 0.58790 -3.98325  C6 1.317, H18 1.111, H19 1.170
8 N -0.04194 -1.59115 2.74880  C2 1.520, H20 1.006, H21 1.156
9 H -0.99936 1.52313 1.40434  C1 1.008
10 H 0.18820 1.32509 2.69258  C1 1.102
11 H -1.60692 0.78221 2.75406  C1 1.245
12 H -1.31127 -0.98916 1.13992  C2 1.128
13 H 1.23856 -1.56382 0.31811  C3 1.118
14 H 1.70335 -0.38697 1.50606  C3 1.165
15 H 0.98363 1.38508 -0.08918  C4 1.070
16 H 0.30048 -0.96392 -1.96852  C5 1.112
17 H -0.36072 2.13367 -2.50152  C6 1.152
18 H -0.16013 -0.43954 -4.40236  C7 1.111
19 H -0.41204 1.28628 -4.87322  C7 1.170
20 H 0.63713 -2.28103 2.47575  N8 1.006
21 H -1.01731 -1.97655 3.23609  N8 1.156

Output
Charge = 0
Frontier orbital gap = 9.9 eV

=====

(B)
Entry from the Open Molecules 2025 dataset: 2 unconnected molecules or ions with the total composition C7H13N (wB97M-V/def2-TZVPD).

Last columns: bonded neighbours and bond lengths (Å).
Cartesian coordinates (Å):
1 C -1.57777 -3.29675 -0.14666  C2 1.505, H9 1.090, H10 1.086, H20 1.090
2 C -1.26075 -1.83181 -0.28578  C1 1.505, C3 1.297, H11 1.077
3 C -2.12135 -0.93949 -0.66656  C2 1.297, N8 1.216
4 C 0.47951 2.43243 0.94651  C7 1.497, H12 1.089, H13 1.086, H14 1.090
5 C 2.48603 0.88556 0.85574  C7 1.500, H15 1.087, H16 1.091, H17 1.089
6 C 1.04398 1.20448 -1.12544  C7 1.323, H18 1.076, H19 1.077
7 C 1.32076 1.49707 0.13498  C4 1.497, C5 1.500, C6 1.323
8 N -2.95079 -0.06653 -0.83739  C3 1.216, H21 1.013
9 H -1.98735 -3.69902 -1.07297  C1 1.090
10 H -0.67782 -3.85082 0.10193  C1 1.086
11 H -0.26114 -1.49432 -0.07073  C2 1.077
12 H 1.10449 3.15344 1.47177  C4 1.089
13 H -0.22480 2.96701 0.31521  C4 1.086
14 H -0.08399 1.87254 1.69270  C4 1.090
15 H 3.13322 0.34478 0.16982  C5 1.087
16 H 2.13439 0.19071 1.61975  C5 1.091
17 H 3.07049 1.65693 1.35566  C5 1.089
18 H 0.20165 1.63704 -1.63732  C6 1.076
19 H 1.65051 0.52055 -1.69478  C6 1.077
20 H -2.31415 -3.45561 0.64163  C1 1.090
21 H -3.16511 0.27183 -1.76805  N8 1.013

Output
Charge = 0
Frontier orbital gap = 9.4 eV

=====

Preferred: (B); penalty for the next structure: 1.302 eV.

=====

(A)
Entry from the Open Molecules 2025 dataset: 2 unconnected molecules or ions with the total composition C4H8FP (wB97M-V/def2-TZVPD).

Last columns: bonded neighbours and bond lengths (Å).
Cartesian coordinates (Å):
1 C -0.45077 2.00479 0.99953  C2 1.470, P6 1.872, H7 1.082, H8 1.085
2 C 0.33631 1.23721 0.02372  C1 1.470, P6 1.787, H9 1.077
3 C 0.96803 -1.98688 -0.51643  C4 1.479, H10 1.086, H11 1.088, H12 1.095
4 C -0.23957 -1.25760 -0.07371  C3 1.479, F5 1.345, H13 1.081
5 F -1.26931 -1.21724 -0.93750  C4 1.345
6 P -0.90482 2.22112 -0.80387  C1 1.872, C2 1.787, H14 1.398
7 H -1.18084 1.48711 1.60710  C1 1.082
8 H 0.02826 2.82671 1.52111  C1 1.085
9 H 1.40223 1.30158 -0.11281  C2 1.077
10 H 1.76995 -1.83105 0.19907  C3 1.086
11 H 1.28288 -1.65042 -1.50213  C3 1.088
12 H 0.76026 -3.06059 -0.57711  C3 1.095
13 H -0.58755 -1.32959 0.94752  C4 1.081
14 H -1.91506 1.25484 -0.77451  P6 1.398

Output
Charge = 0
Expectation value of S² = 2.0074
Spin multiplicity = 3
Frontier orbital gap (alpha / beta) = 7.8 / 8.6 eV

=====

(B)
Entry from the Open Molecules 2025 dataset: 2 unconnected molecules or ions with the total composition C4H8FP (wB97M-V/def2-TZVPD).

Last columns: bonded neighbours and bond lengths (Å).
Cartesian coordinates (Å):
1 C -0.20673 0.40584 -1.25604  C2 1.291, C3 1.494, H7 1.069
2 C -0.84737 -0.68952 -1.01894  C1 1.291, H8 1.001
3 C -0.10960 1.06511 -2.59279  C1 1.494, H9 1.058, H10 1.176, H11 1.125
4 C -0.07539 -0.64166 3.03469  P6 1.882, H12 1.150, H13 1.096, H14 1.019
5 F 1.87464 -0.18811 1.40264  P6 1.647
6 P 1.10002 -1.55897 1.88673  C4 1.882, F5 1.647
7 H 0.16988 0.95751 -0.42121  C1 1.069
8 H -1.20990 -1.37469 -1.65277  C2 1.001
9 H -0.63757 1.97888 -2.52119  C3 1.058
10 H 0.99776 1.37053 -2.84645  C3 1.176
11 H -0.41271 0.30871 -3.36807  C3 1.125
12 H -0.57178 0.07545 2.28465  C4 1.150
13 H 0.56137 -0.23858 3.83039  C4 1.096
14 H -0.63262 -1.47050 3.23837  C4 1.019

Output
Charge = 0
Expectation value of S² = 2.0132
Spin multiplicity = 3
Frontier orbital gap (alpha / beta) = 9.0 / 8.7 eV

=====

Preferred: (B); penalty for the next structure: 1.229 eV.

=====

(A)
Entry from the Open Molecules 2025 dataset: 3 unconnected molecules or ions with the total composition C4H12NO (wB97M-V/def2-TZVPD).

Last columns: bonded neighbours and bond lengths (Å).
Cartesian coordinates (Å):
1 C 0.96570 -2.77260 -0.42195  C2 1.527, H6 1.129, H7 1.181, H9 1.133
2 C 1.53267 -1.36303 -0.57430  C1 1.527, C3 1.359, H8 1.060
3 C 1.13811 -0.41903 0.31948  C2 1.359, C4 1.387, H10 1.072
4 C 1.64588 0.83900 0.60917  C3 1.387, H11 1.083, H12 1.129
5 N -2.86989 2.28995 1.08546  H13 0.955, H14 1.058, H15 0.993
6 H 1.75092 -3.43596 0.04392  C1 1.129
7 H 0.04963 -2.61644 0.30690  C1 1.181
8 H 2.17549 -1.10201 -1.37614  C2 1.060
9 H 0.44019 -3.04814 -1.38708  C1 1.133
10 H 0.34010 -0.67760 0.98741  C3 1.072
11 H 1.35717 1.37100 1.50712  C4 1.083
12 H 2.68040 1.05247 0.21079  C4 1.129
13 H -2.10856 1.86845 0.69104  N5 0.955
14 H -2.76093 2.38755 2.13317  N5 1.058
15 H -3.69342 1.76326 0.90852  N5 0.993
16 H -0.31226 0.93825 -0.80806  O18 1.008
17 H -1.24460 1.01341 -1.97947  O18 0.942
18 O -1.28488 0.84377 -1.05385  H16 1.008, H17 0.942

Output
Charge = +1
Frontier orbital gap = 4.3 eV

=====

(B)
Entry from the Open Molecules 2025 dataset: 2 unconnected molecules or ions with the total composition C4H12NO (wB97M-V/def2-TZVPD).

Last columns: bonded neighbours and bond lengths (Å).
Cartesian coordinates (Å):
1 C 1.01778 -0.22294 -0.66695  N2 1.546, C5 1.579, H6 1.095, H7 1.100
2 N -0.06342 0.53934 -1.46620  C1 1.546, C3 1.496, H8 1.061, H9 1.039
3 C -1.29084 -0.26678 -1.18038  N2 1.496, C4 1.528, H10 1.123, H11 1.114
4 C -1.16093 -0.50434 0.32307  C3 1.528, C5 1.513, H12 1.080, H13 1.118
5 C 0.26472 -0.98078 0.49505  C1 1.579, C4 1.513, H14 1.129, H15 1.107
6 H 1.37537 -1.05777 -1.27945  C1 1.095
7 H 1.79392 0.47525 -0.32180  C1 1.100
8 H 0.24414 0.77389 -2.45412  N2 1.061
9 H -0.15542 1.50797 -1.10134  N2 1.039
10 H -1.17574 -1.21861 -1.76523  C3 1.123
11 H -2.16392 0.30906 -1.56294  C3 1.114
12 H -1.56827 0.26801 0.95863  C4 1.080
13 H -1.92717 -1.28432 0.55518  C4 1.118
14 H 0.30783 -2.09644 0.32642  C5 1.129
15 H 0.89071 -0.73294 1.37353  C5 1.107
16 H 0.41558 1.56283 2.86599  O18 0.956
17 H 2.04097 1.48067 2.63045  O18 0.957
18 O 1.15466 1.44789 2.27007  H16 0.956, H17 0.957

Output
Charge = +1
Frontier orbital gap = 11.8 eV

=====

Preferred: (B); penalty for the next structure: 3.561 eV.

=====

(A)
Entry from the Open Molecules 2025 dataset: a gas-phase ion, C4H12NO (charge +1) (wB97M-V/def2-TZVPD).

Last columns: bonded neighbours and bond lengths (Å).
Cartesian coordinates (Å):
1 C -1.93388 0.09189 0.90364  C2 1.519, H7 1.082, H8 1.078, H9 1.086
2 C -0.57328 0.53999 0.39770  C1 1.519, C3 1.534, N6 1.540, H10 1.066
3 C -0.21924 -0.31071 -0.82896  C2 1.534, C4 1.534, H11 1.091, H12 1.097
4 C 1.11719 0.05076 -1.49041  C3 1.534, O5 1.426, H13 1.079, H14 1.093
5 O 2.16732 -0.47930 -0.68466  C4 1.426, H15 0.959
6 N 0.53931 0.15941 1.39187  C2 1.540, H16 1.022, H17 1.020, H18 1.024
7 H -2.28115 0.65873 1.75716  C1 1.082
8 H -2.05988 -0.97810 0.93884  C1 1.078
9 H -2.58040 0.46940 0.11703  C1 1.086
10 H -0.43993 1.55456 0.09804  C2 1.066
11 H -0.30677 -1.38520 -0.66197  C3 1.091
12 H -0.95675 -0.13984 -1.62261  C3 1.097
13 H 1.16283 -0.36879 -2.48307  C4 1.079
14 H 1.17765 1.14136 -1.53980  C4 1.093
15 H 2.75052 -1.07505 -1.15872  O5 0.959
16 H 0.71018 -0.84459 1.30448  N6 1.022
17 H 1.39534 0.66744 1.17063  N6 1.020
18 H 0.33096 0.24806 2.39081  N6 1.024

Output
Charge = +1
Frontier orbital gap = 11.5 eV

=====

(B)
Entry from the Open Molecules 2025 dataset: 3 unconnected molecules or ions with the total composition C4H12NO (wB97M-V/def2-TZVPD).

Last columns: bonded neighbours and bond lengths (Å).
Cartesian coordinates (Å):
1 C -1.74917 -1.35804 1.99485  C2 1.521, H7 1.119, H8 1.052, H9 1.117
2 C -1.32775 -0.34792 0.93882  C1 1.521, C3 1.402, H10 1.111
3 C 0.02462 -0.11331 0.65225  C2 1.402, C4 1.500, H11 1.106
4 C 1.20701 -0.97775 0.97357  C3 1.500, H12 1.167, H13 1.014, H14 1.101
5 O 1.42683 0.09012 -1.55544  H16 0.946
6 N -0.00946 2.41031 -2.20336  H15 1.008, H17 1.054, H18 1.030
7 H -0.94360 -1.69720 2.69357  C1 1.119
8 H -2.45101 -0.98843 2.68564  C1 1.052
9 H -2.37704 -2.22213 1.66763  C1 1.117
10 H -2.08501 0.36569 0.54957  C2 1.111
11 H 0.28650 0.53335 -0.20563  C3 1.106
12 H 1.92262 -0.90560 0.05442  C4 1.167
13 H 1.69359 -0.74140 1.83169  C4 1.014
14 H 0.94753 -2.04711 1.00936  C4 1.101
15 H 0.80385 3.00431 -2.23452  N6 1.008
16 H 1.96881 -0.18063 -2.28150  O5 0.946
17 H -0.45272 2.59468 -3.14167  N6 1.054
18 H 0.40974 1.47341 -2.11845  N6 1.030

Output
Charge = +1
Frontier orbital gap = 4.2 eV

=====

Preferred: (A); penalty for the next structure: 8.356 eV.